Entry 1:
{"formula": "C3H4N4O", "method": "the ωB97M-V functional and the def2-TZVPD basis", "elements": ["N", "C", "N", "N", "N", "C", "C", "O", "H", "H", "H", "H"], "positions_angstrom": [[1.823, -1.177, 0.086], [0.609, -0.679, -0.090], [-0.484, -1.394, -0.048], [-1.687, -0.785, 0.011], [-1.845, 0.545, 0.067], [-0.803, 1.299, 0.006], [0.541, 0.844, -0.099], [1.518, 1.597, -0.024], [2.651, -0.615, -0.009], [2.012, -2.277, 0.306], [-2.502, -1.320, -0.198], [-1.039, 2.335, 0.372]], "atomic_forces_ev_per_a": [[1.886, -4.972, 0.744], [-1.410, 2.076, 0.395], [-0.007, -0.669, -0.243], [1.793, 2.350, -0.296], [-1.203, -2.170, -0.249], [-0.641, 1.617, 1.335], [0.968, -0.158, 0.545], [-0.566, -1.197, -0.410], [-0.272, 0.356, -0.030], [-0.993, 3.945, -0.897], [-0.204, -0.355, 0.133], [0.650, -0.822, -1.027]], "smiles": "Nc1n[nH]ncc1=O"}

=====

Entry 2:
{"formula": "C13H28N4O4", "method": "the ωB97M-V functional and the def2-TZVPD basis", "elements": ["C", "N", "C", "O", "C", "N", "C", "C", "O", "C", "C", "O", "H", "H", "H", "H", "H", "H", "H", "H", "H", "H", "H", "H", "H", "H", "N", "C", "C", "C", "C", "C", "C", "N", "O", "H", "H", "H", "H", "H", "H", "H", "H", "H", "H", "H", "H", "H", "H"], "positions_angstrom": [[5.708, -0.812, 2.909], [4.484, -0.967, 2.125], [3.638, 0.030, 1.828], [3.846, 1.188, 2.184], [2.386, -0.301, 1.001], [2.049, -1.743, 0.894], [1.769, -2.653, 1.831], [1.553, -2.284, 3.284], [1.702, -3.826, 1.504], [1.192, 0.618, 1.346], [-0.101, 0.238, 0.629], [0.929, 0.649, 2.725], [6.144, -1.788, 3.127], [6.431, -0.212, 2.351], [5.485, -0.303, 3.850], [4.245, -1.892, 1.797], [2.665, -0.007, -0.010], [2.066, -2.139, -0.033], [1.567, -3.193, 3.884], [0.577, -1.814, 3.384], [2.324, -1.608, 3.641], [1.452, 1.632, 1.039], [-0.859, 0.987, 0.860], [0.064, 0.212, -0.447], [-0.457, -0.733, 0.972], [1.618, 1.186, 3.131], [-1.158, -2.628, -3.950], [-2.166, -1.564, -3.944], [-1.907, -0.638, -2.757], [-2.958, 0.477, -2.684], [-2.732, 1.341, -1.439], [-3.787, 2.451, -1.327], [-3.560, 3.360, -0.120], [-3.854, 4.692, -0.174], [-3.092, 2.969, 0.933], [-1.359, -3.320, -4.672], [-0.220, -2.248, -4.064], [-3.164, -2.006, -3.859], [-2.121, -1.000, -4.881], [-0.909, -0.198, -2.848], [-1.934, -1.228, -1.835], [-2.899, 1.099, -3.583], [-3.959, 0.034, -2.644], [-1.734, 1.791, -1.481], [-2.783, 0.706, -0.547], [-3.764, 3.060, -2.235], [-4.784, 2.009, -1.244], [-3.540, 5.257, 0.610], [-4.094, 5.119, -1.062]], "atomic_forces_ev_per_a": [[-0.291, 0.381, -0.178], [0.116, -0.972, -0.116], [-0.006, 0.664, 0.531], [-0.225, -0.295, -0.125], [-0.466, -0.730, -0.253], [0.716, 2.131, -0.743], [-0.166, -1.462, 1.376], [-0.009, 0.114, -0.259], [-0.176, -0.385, -0.241], [-0.162, 0.218, -0.118], [0.433, 0.037, 0.342], [-0.102, -0.074, 0.491], [-0.203, 0.084, -0.134], [0.017, -0.014, 0.126], [0.043, -0.012, -0.104], [0.030, 0.153, 0.024], [0.076, -0.069, -0.208], [0.054, -0.048, 0.035], [0.050, -0.022, -0.235], [0.098, 0.196, 0.094], [-0.093, 0.249, 0.106], [0.253, 0.013, -0.207], [0.043, -0.022, -0.027], [-0.071, -0.085, -0.094], [-0.002, -0.044, -0.085], [0.062, -0.004, 0.068], [-0.232, -0.343, 0.038], [0.709, -0.083, 0.121], [-0.723, 0.039, -0.367], [0.525, 0.000, 0.452], [-0.504, 0.123, -0.090], [0.241, 0.397, 0.153], [0.547, 0.351, 0.988], [-0.408, 0.150, -1.281], [0.132, -1.006, -0.028], [0.342, 0.335, 0.218], [-0.360, -0.215, -0.179], [0.148, -0.018, 0.005], [-0.276, 0.260, 0.006], [0.029, -0.012, 0.035], [0.084, 0.028, -0.098], [-0.088, -0.035, -0.008], [0.024, 0.034, -0.061], [-0.065, -0.065, 0.091], [0.103, 0.187, -0.082], [-0.148, -0.006, -0.052], [0.003, 0.079, 0.005], [-0.200, -0.261, -0.418], [0.097, 0.061, 0.486]], "smiles": "CNC(=O)[C@@H](NC(C)=O)[C@@H](C)O.NCCCCCC(N)=O"}

=====

Entry 3:
{"formula": "C5H8O2", "method": "the ωB97M-V functional and the def2-TZVPD basis", "elements": ["C", "C", "C", "C", "O", "C", "O", "H", "H", "H", "H", "H", "H", "H", "H"], "positions_angstrom": [[1.934, -1.347, -0.201], [0.935, -0.497, 0.583], [-0.092, 0.187, -0.321], [-1.067, 1.070, 0.451], [-1.087, 1.159, 1.652], [-2.193, 1.718, -0.455], [-2.743, 0.892, -1.183], [1.428, -2.143, -0.758], [2.659, -1.821, 0.470], [2.497, -0.742, -0.921], [1.465, 0.265, 1.164], [0.407, -1.118, 1.314], [0.408, 0.803, -1.082], [-0.674, -0.551, -0.888], [-2.912, 2.416, -0.931]], "atomic_forces_ev_per_a": [[-0.018, -0.015, -0.042], [-0.072, 0.072, 0.104], [-0.075, 0.074, -0.018], [0.009, 0.484, 0.392], [-0.135, 0.210, -0.717], [-1.777, -1.271, -2.155], [0.861, -3.121, -0.099], [0.057, 0.110, 0.061], [-0.142, 0.099, -0.099], [-0.087, -0.065, 0.091], [-0.059, -0.079, -0.054], [0.057, 0.082, -0.084], [-0.118, 0.006, 0.107], [0.003, 0.174, 0.101], [1.495, 3.243, 2.412]], "smiles": "CCCC(=O)C=O"}

=====

Entry 4:
{"formula": "C14H16N2O4", "method": "the ωB97M-V functional and the def2-TZVPD basis", "elements": ["C", "C", "O", "C", "O", "C", "C", "C", "C", "C", "C", "C", "C", "C", "C", "O", "N", "N", "C", "O", "H", "H", "H", "H", "H", "H", "H", "H", "H", "H", "H", "H", "H", "H", "H", "H"], "positions_angstrom": [[-3.206, -3.625, 2.383], [-4.263, -2.570, 1.724], [-3.712, -1.837, 0.600], [-2.936, -0.721, 1.042], [-2.797, -0.383, 2.241], [-2.197, 0.106, -0.107], [-1.244, 1.275, 0.431], [0.080, 0.606, 1.046], [1.452, 1.169, 0.464], [2.642, 1.666, 1.364], [3.984, 2.190, 0.732], [4.213, 2.227, -0.824], [3.041, 1.719, -1.686], [1.701, 1.221, -1.060], [0.802, 0.836, -2.319], [-0.421, 0.890, -2.534], [1.861, 0.416, -3.292], [2.378, -0.858, -3.117], [2.850, 1.545, -3.260], [3.310, 2.159, -4.238], [-3.489, -4.678, 2.026], [-3.363, -3.584, 3.516], [-2.135, -3.419, 2.053], [-5.102, -3.234, 1.287], [-4.764, -1.923, 2.518], [-1.527, -0.653, -0.667], [-2.936, 0.553, -0.865], [-0.989, 2.072, -0.349], [-1.839, 1.828, 1.254], [0.066, -0.549, 1.006], [0.079, 0.857, 2.174], [2.572, 1.673, 2.505], [4.865, 2.556, 1.376], [5.170, 2.593, -1.314], [2.867, -0.977, -2.215], [2.984, -1.144, -3.896]], "atomic_forces_ev_per_a": [[-0.967, 0.236, -0.252], [-0.858, -2.205, 0.540], [1.426, 2.264, 1.857], [0.462, 1.093, 1.756], [-0.777, -1.647, -3.810], [0.208, -0.322, -0.913], [-0.622, -0.415, 0.771], [0.706, 0.787, 1.265], [2.740, 1.107, -1.456], [0.805, 0.240, -3.614], [-2.170, -1.051, -2.436], [-3.931, -1.376, 1.613], [-0.217, 0.388, 2.868], [2.017, 1.262, 1.498], [-1.041, -0.561, 0.731], [4.599, -0.321, 0.794], [-1.184, 2.618, -1.859], [0.489, -0.971, 0.731], [1.133, 0.795, -0.117], [-1.552, -2.449, 3.726], [0.524, 1.523, 0.526], [0.648, -0.083, -1.616], [-1.468, -0.106, 0.706], [1.323, 1.348, 0.417], [1.082, -0.510, -1.234], [-1.296, 1.172, 0.653], [0.903, -0.981, 1.174], [-0.451, -1.542, 0.828], [1.165, -0.931, -1.145], [0.021, 1.853, -0.238], [0.160, -0.505, -1.724], [-0.059, -0.104, -1.912], [-1.768, -0.728, -0.925], [-1.455, -0.550, 0.896], [0.002, 0.249, -0.502], [-0.595, 0.423, 0.403]], "smiles": "CCOC(=O)CCCc1cccc2c1C(=O)N(N)C2=O"}

=====

The following energy relative to the best compared isomer or geometry (same formula, charge and spin) values (in kcal per mole) correspond, in order, to the records above: 50.4; 0.0; 64.7; 193.5.